Entry 1:
51
Properties=species:S:1:pos:R:3:forces:R:3 method="wB97M-V/def2-TZVPD" de_lowest_kcal_mol=22.5 total_charge=+1 lumo_energy_ev=-2.15 total_energy_ev=-56441.071
Tl -0.451 -0.028 0.466 -0.1 -0.3 0.3
C 0.597 2.027 -2.533 0.0 0.0 0.1
O -0.529 1.446 -1.880 0.0 -0.1 -0.2
C -1.421 0.850 -2.821 0.0 0.2 0.0
C -0.826 -0.363 -3.507 0.0 0.0 0.0
O -0.346 -1.238 -2.510 -0.1 -0.1 0.0
C 0.725 -2.074 -2.891 0.0 0.0 0.0
C 1.437 -2.464 -1.616 0.1 0.0 0.0
O 1.845 -1.321 -0.877 -0.1 -0.2 -0.1
C 2.989 -0.678 -1.418 0.0 0.0 0.1
H 0.265 2.682 -3.343 0.0 0.0 0.0
H 1.137 2.611 -1.798 0.0 0.1 0.1
H 1.260 1.260 -2.940 0.0 0.0 0.0
H -2.324 0.600 -2.271 0.0 -0.1 0.0
H -1.685 1.583 -3.592 0.0 0.0 0.0
H -1.593 -0.840 -4.129 0.0 0.0 0.0
H -0.004 -0.069 -4.168 0.0 0.0 0.0
H 0.375 -2.967 -3.421 0.0 0.0 0.0
H 1.400 -1.533 -3.563 0.0 0.0 0.0
H 0.763 -3.025 -0.965 0.0 0.0 0.0
H 2.295 -3.103 -1.849 0.0 0.0 0.0
H 3.844 -1.359 -1.431 0.0 0.0 0.0
H 2.809 -0.310 -2.431 0.0 0.0 0.0
H 3.215 0.164 -0.767 0.0 0.0 0.0
Cl -2.169 2.648 0.993 0.1 0.0 0.0
C -1.273 4.182 1.114 -0.2 0.1 0.0
Cl 0.437 4.031 0.722 0.0 0.0 -0.2
H -1.360 4.519 2.139 0.0 0.0 0.0
H -1.728 4.879 0.421 0.0 0.0 0.0
N -3.699 -1.578 3.249 0.1 0.0 0.0
C -2.843 -1.109 2.328 0.0 0.0 0.0
O -2.085 -0.171 2.553 0.1 0.0 0.1
C -2.837 -1.797 0.978 -0.1 0.0 0.0
C -2.308 -0.875 -0.112 -0.3 -0.1 -0.4
H -3.706 -1.159 4.164 0.0 0.0 0.0
H -4.327 -2.337 3.053 0.0 0.0 0.0
H -3.851 -2.127 0.741 0.0 0.0 0.0
H -2.232 -2.705 1.061 0.0 0.0 0.0
H -3.005 -0.052 -0.271 0.0 0.0 -0.1
H -2.145 -1.406 -1.044 -0.2 0.0 0.0
C 2.870 0.359 3.994 0.0 0.0 0.0
C 1.961 1.382 3.771 0.0 0.0 0.0
C 1.076 1.305 2.708 -0.1 0.0 0.0
C 1.097 0.210 1.846 0.6 0.4 0.3
C 2.002 -0.824 2.085 0.0 0.0 0.0
C 2.880 -0.746 3.159 0.0 0.0 0.0
H 3.563 0.422 4.823 0.0 0.0 0.0
H 1.936 2.240 4.430 0.0 0.0 0.0
H 0.355 2.099 2.568 0.0 -0.1 0.0
H 2.038 -1.691 1.444 0.0 0.0 0.0
H 3.578 -1.553 3.339 0.0 0.0 0.0

=====

Entry 2:
50
Properties=species:S:1:pos:R:3:forces:R:3 method="wB97M-V/def2-TZVPD" total_charge=-2 lumo_energy_ev=4.30 total_energy_ev=-244246.397
Pd 2.594 0.181 0.017 0.4 0.2 -0.2
Se 3.981 -1.642 0.914 0.1 0.1 0.1
Se 3.886 0.340 2.179 0.0 -0.2 -0.1
Te 1.639 2.560 -0.262 0.2 0.0 0.2
Se 1.129 3.189 -2.613 -0.1 0.0 -0.2
Cl -0.714 -5.271 -3.711 0.0 0.0 0.0
C 0.194 -3.848 -3.212 0.0 0.0 0.0
C 1.234 -3.984 -2.307 0.1 0.0 0.1
C 1.940 -2.860 -1.908 -0.1 -0.1 -0.1
C 1.645 -1.582 -2.409 0.1 0.0 0.1
C 2.408 -0.378 -2.015 0.0 0.0 0.1
C 0.587 -1.494 -3.325 0.0 0.0 0.0
C -0.139 -2.607 -3.723 0.0 0.0 0.0
H 1.478 -4.958 -1.901 0.0 0.0 0.0
H 2.719 -2.960 -1.164 0.0 0.0 0.0
H 2.062 0.489 -2.580 0.0 0.0 0.0
H 3.476 -0.525 -2.207 0.0 0.0 0.0
H 0.333 -0.520 -3.728 0.0 0.0 0.0
H -0.957 -2.513 -4.427 0.0 0.0 0.0
C 0.013 -1.138 0.693 0.0 0.0 -0.1
Si 0.024 0.758 0.744 -0.6 0.0 0.2
C -0.107 1.178 2.657 0.1 0.0 0.0
C 0.672 2.436 3.045 0.0 0.0 0.0
C -1.563 1.369 3.098 0.0 0.0 0.0
C 0.442 0.002 3.478 -0.1 0.0 0.0
C -1.614 1.182 -0.228 0.0 -0.1 0.1
C -1.390 0.672 -1.660 0.0 0.0 0.0
C -1.911 2.683 -0.280 0.1 0.0 0.0
C -2.874 0.467 0.297 0.0 0.1 0.0
H -0.866 -1.490 1.247 0.0 0.0 0.0
H 0.900 -1.587 1.137 0.0 0.0 0.0
H -0.064 -1.493 -0.333 0.0 -0.1 0.0
H 0.291 3.319 2.526 0.0 0.0 0.0
H 1.734 2.331 2.811 0.0 0.0 0.0
H 0.580 2.609 4.126 0.0 0.0 0.0
H -2.058 2.203 2.600 0.0 0.0 0.0
H -1.581 1.569 4.178 0.0 0.0 0.0
H -2.155 0.467 2.926 0.0 0.0 0.0
H 1.482 -0.213 3.234 0.0 0.0 0.0
H -0.144 -0.907 3.323 0.0 0.0 0.0
H 0.375 0.257 4.545 0.1 0.0 0.0
H -0.439 0.995 -2.088 0.0 0.0 0.1
H -2.178 1.068 -2.315 0.0 0.0 0.0
H -1.434 -0.419 -1.701 0.0 0.0 0.0
H -1.178 3.211 -0.892 0.0 0.0 0.0
H -1.913 3.145 0.711 0.0 0.0 0.0
H -2.903 2.842 -0.726 0.0 0.0 0.0
H -2.699 -0.583 0.542 0.0 0.0 0.0
H -3.640 0.491 -0.489 0.0 0.0 0.0
H -3.297 0.959 1.173 0.0 0.0 0.0

=====

Entry 3:
58
Properties=species:S:1:pos:R:3:forces:R:3 method="wB97M-V/def2-TZVPD" total_charge=+1 lumo_energy_ev=-3.22 total_energy_ev=-48075.296
C 0.738 2.100 0.276 -0.1 -0.3 -0.5
C -0.292 2.433 -0.816 0.0 -0.2 -0.1
C -1.626 1.827 -0.504 -0.7 1.0 0.1
O -2.442 2.360 0.200 0.4 -0.8 -0.1
O -1.839 0.602 -1.097 0.9 -0.3 0.2
C -2.425 -0.362 -0.246 -0.8 -0.2 0.3
C -1.443 -0.828 0.798 0.5 0.7 -0.1
N -0.183 -1.227 0.174 -0.1 0.1 0.7
C 0.657 -2.088 0.661 0.3 0.0 -0.6
N 1.804 -2.418 -0.038 -0.9 -0.2 -0.6
N 0.480 -2.721 1.853 0.4 0.6 0.2
C 0.545 -1.863 3.067 0.0 -0.3 -0.1
O 0.054 -2.556 4.183 -0.2 0.3 0.1
C -1.276 -2.835 4.159 0.0 -0.5 0.9
F -1.996 -1.815 3.678 -0.1 0.0 0.1
F -1.690 -3.122 5.400 0.4 0.2 -1.1
F -1.493 -3.895 3.366 -0.4 0.0 0.4
H 1.352 2.958 0.481 0.3 0.3 0.2
H 0.272 1.758 1.190 -0.1 0.1 0.3
H 1.395 1.318 -0.085 0.3 -0.3 0.1
H 0.062 2.090 -1.779 0.0 0.0 -0.3
H -0.431 3.499 -0.865 -0.2 0.4 0.0
H -2.795 -1.195 -0.825 0.1 0.0 -0.5
H -3.266 0.061 0.288 -0.3 0.2 0.1
H -1.834 -1.619 1.415 -0.1 -0.4 0.0
H -1.247 0.019 1.446 0.1 0.2 0.3
H 0.015 -0.802 -0.719 0.0 0.0 -0.3
H 1.740 -3.400 -0.309 0.5 -0.1 0.3
H 1.853 -1.913 -0.916 0.1 0.1 -0.1
H 1.223 -3.405 1.929 -0.1 -0.3 0.2
H 1.570 -1.632 3.309 0.4 -0.1 0.1
H 0.039 -0.926 2.898 -0.4 0.2 -0.1
C -1.820 -5.134 0.583 0.4 0.2 0.0
C -2.393 -4.331 -0.552 0.0 -0.4 0.2
C -2.856 -5.122 -1.755 -0.1 0.0 -0.1
O -2.646 -4.186 -2.828 0.2 0.0 0.1
C -1.655 -3.349 -2.463 -0.3 -0.3 -0.1
O -1.104 -2.575 -3.171 0.2 0.3 0.0
O -1.367 -3.504 -1.138 0.0 0.1 0.0
H -0.914 -5.649 0.258 -0.1 -0.1 -0.1
H -1.541 -4.464 1.393 -0.1 -0.2 -0.1
H -2.531 -5.871 0.957 0.0 0.1 0.0
H -3.187 -3.671 -0.191 0.0 0.0 -0.1
H -3.901 -5.415 -1.701 0.0 0.1 -0.2
H -2.242 -6.005 -1.941 0.0 0.0 0.1
C 3.073 7.168 -2.818 0.3 0.1 0.0
C 3.172 5.886 -2.031 -0.1 0.3 -0.1
C 2.199 5.770 -0.879 -0.1 -0.1 0.1
O 2.909 4.923 0.041 -0.1 0.1 -0.2
C 4.241 5.098 -0.196 0.0 0.1 -0.1
O 5.101 4.695 0.510 0.1 -0.1 0.1
O 4.431 5.791 -1.342 -0.1 -0.1 0.1
H 3.330 8.022 -2.192 -0.1 0.0 0.1
H 3.769 7.158 -3.655 0.0 0.0 0.0
H 2.064 7.302 -3.210 0.0 0.0 0.0
H 3.091 5.022 -2.698 0.0 0.0 0.1
H 1.254 5.313 -1.166 0.0 -0.1 0.1
H 2.003 6.726 -0.390 0.0 0.1 -0.1

=====

Entry 4:
47
Properties=species:S:1:pos:R:3:forces:R:3 method="wB97M-V/def2-TZVPD" total_charge=-1 lumo_energy_ev=2.33 total_energy_ev=-29015.394
C 0.015 -2.227 3.861 0.1 0.1 0.2
C -0.616 -1.700 2.571 0.0 0.1 0.2
C 0.360 -1.653 1.414 0.2 -0.2 -0.1
O 1.174 -2.535 1.208 -0.3 0.5 0.0
O 0.193 -0.563 0.670 -0.1 -0.5 0.2
C 0.984 -0.448 -0.537 -0.3 0.6 -0.5
C 0.253 0.476 -1.509 0.2 0.2 0.2
In 0.538 2.663 -1.132 -0.1 0.3 0.0
C 2.542 3.360 -1.894 -0.5 -0.5 0.0
C 2.685 3.161 -3.406 0.0 0.4 0.3
C 3.751 4.008 -4.166 0.1 -0.6 -0.2
C 4.775 4.709 -3.281 0.1 0.2 -0.5
C 4.517 3.118 -5.162 0.0 0.6 0.3
H 0.946 -2.753 3.660 0.0 -0.1 -0.1
H 0.251 -1.418 4.553 0.0 0.1 0.0
H -0.649 -2.911 4.388 -0.1 0.0 0.0
H -1.050 -0.714 2.718 0.0 0.1 -0.1
H -1.448 -2.346 2.298 0.1 -0.1 -0.3
H 1.138 -1.433 -0.970 0.1 -0.2 0.3
H 1.938 -0.009 -0.249 0.2 -0.2 0.1
H -0.810 0.230 -1.522 0.0 -0.1 0.0
H 0.639 0.249 -2.507 0.0 0.1 -0.1
H 0.418 3.077 0.603 0.0 -0.1 0.0
H -0.718 3.599 -2.026 0.1 -0.1 0.0
H 3.302 2.792 -1.353 0.2 0.2 0.0
H 2.597 4.410 -1.609 0.1 0.1 0.1
H 1.715 3.373 -3.864 0.0 -0.1 -0.2
H 2.893 2.106 -3.597 0.0 -0.1 0.0
H 3.222 4.745 -4.776 0.0 0.2 0.2
H 5.441 3.975 -2.829 0.0 0.0 0.3
H 5.395 5.356 -3.910 0.1 0.0 0.0
H 4.329 5.338 -2.518 -0.1 -0.1 0.2
H 5.176 2.451 -4.603 -0.1 -0.2 -0.1
H 3.834 2.545 -5.784 0.0 -0.1 -0.1
H 5.156 3.748 -5.787 0.0 -0.1 -0.2
F -3.700 -2.004 3.216 -0.1 0.0 0.0
C -4.556 -3.034 3.319 -0.1 -0.1 0.0
C -5.007 -3.409 4.570 0.0 0.0 0.1
C -5.890 -4.474 4.668 0.0 0.0 -0.1
C -6.303 -5.148 3.527 0.0 0.0 0.0
C -5.834 -4.754 2.282 0.0 0.0 0.1
C -4.954 -3.687 2.170 0.0 0.0 -0.1
H -4.667 -2.872 5.445 0.0 0.0 0.0
H -6.256 -4.777 5.640 0.0 0.0 0.0
H -6.990 -5.980 3.609 0.0 0.0 0.0
H -6.151 -5.280 1.391 0.0 0.0 0.0
H -4.578 -3.360 1.210 0.0 0.0 0.0

=====

Entry 5:
47
Properties=species:S:1:pos:R:3:forces:R:3 method="wB97M-V/def2-TZVPD" de_lowest_kcal_mol=22.9 smiles=CCN1CC[NH+](C[C@H](O)COCc2ccccc2)CC1 total_charge=+1 lumo_energy_ev=-2.20 total_energy_ev=-24099.047
C 0.826 -5.337 2.081 -0.1 0.3 0.1
H 1.035 -6.184 2.726 0.0 -0.1 0.0
H 0.069 -5.640 1.362 0.0 -0.1 -0.1
C 0.343 -4.163 2.932 0.1 -0.3 0.0
N 0.018 -2.946 2.208 -0.1 0.2 -0.1
C 1.128 -2.291 1.554 -0.2 0.2 0.1
C 0.707 -0.863 1.218 0.9 -0.3 0.4
N -0.456 -0.900 0.301 0.1 -0.2 -0.4
C -0.825 0.430 -0.239 -0.2 0.7 -0.6
H -1.912 0.511 -0.275 0.1 -0.1 0.1
H -0.425 1.222 0.393 -0.1 -0.2 0.0
C -0.273 0.572 -1.666 0.3 0.4 0.4
O -0.604 -0.639 -2.323 -0.1 -0.1 -0.1
H -0.468 -0.553 -3.272 0.0 -0.1 0.0
C 1.266 0.778 -1.680 -0.3 -0.2 -0.1
H 1.565 1.217 -2.638 0.0 -0.1 0.0
O 1.729 1.547 -0.603 0.0 0.0 0.1
C 1.889 2.943 -0.869 0.1 0.2 0.0
C 0.585 3.636 -1.169 0.1 -0.1 0.0
C -0.317 3.898 -0.144 0.1 0.0 0.0
C -1.534 4.496 -0.416 -0.1 0.0 0.1
C -1.862 4.842 -1.717 0.0 0.0 -0.1
C -0.966 4.592 -2.742 -0.1 0.0 -0.1
C 0.250 3.990 -2.470 0.1 0.0 0.1
H 0.951 3.811 -3.273 0.1 0.0 -0.1
H -1.211 4.873 -3.755 0.0 0.0 -0.1
H -2.808 5.316 -1.928 -0.1 0.1 0.0
H -2.223 4.705 0.389 -0.1 0.0 0.1
H -0.050 3.650 0.874 0.0 0.0 0.1
H 2.337 3.338 0.045 0.0 0.0 -0.1
H 2.594 3.077 -1.698 0.0 0.0 0.1
H 1.747 -0.206 -1.599 -0.1 0.1 -0.1
H -0.771 1.429 -2.134 0.0 -0.1 0.1
C -1.571 -1.620 0.957 -0.6 -0.7 0.3
C -1.113 -3.035 1.314 0.0 0.3 0.1
H -0.884 -3.581 0.380 -0.1 0.0 0.0
H -1.926 -3.555 1.821 -0.1 0.0 -0.1
H -1.847 -1.079 1.863 0.1 0.1 -0.1
H -2.422 -1.660 0.276 0.1 0.1 -0.1
H -0.207 -1.456 -0.535 0.0 0.0 0.2
H 0.393 -0.356 2.132 -0.1 0.0 -0.1
H 1.518 -0.299 0.759 -0.2 0.0 -0.1
H 1.448 -2.805 0.629 0.1 0.0 0.0
H 1.977 -2.262 2.238 0.0 0.1 -0.1
H -0.555 -4.455 3.481 0.1 0.0 0.1
H 1.111 -3.901 3.664 -0.1 0.0 0.1
H 1.740 -5.086 1.547 0.1 0.0 -0.1